Entry 1:
The following is a DFT calculation (ωB97M-V/def2-TZVPD) of a cluster of 12 separate species, H24O12 in total at a distorted geometry.

ΔE to the lowest compared entry with this formula, charge and spin = 175.6 kcal/mol
SMILES = O.O.O.O.O.O.O.O.O.O.O.O
Net charge = 0
E = -917.0455 Eh
LUMO level = -0.0044 Ha

The geometry in XYZ format:
```
36
Properties=species:S:1:pos:R:3:lowdin_charge:R:1
O -0.397 -0.286 -0.074 -0.112
H 0.035 0.566 0.282 0.105
H 0.044 -0.884 0.555 0.019
O -3.747 -1.120 0.966 -0.105
H -3.754 -1.123 1.899 0.018
H -3.629 -2.108 0.682 0.119
O 4.415 1.749 0.508 -0.077
H 5.279 2.217 0.280 0.075
H 3.897 2.481 0.812 0.005
O -0.506 1.041 -5.191 -0.090
H -0.523 0.137 -5.501 0.016
H -0.016 1.091 -4.320 0.053
O 0.612 -0.843 3.563 -0.072
H 0.628 -0.035 4.097 0.039
H 1.565 -1.042 3.444 0.056
O -2.996 1.077 4.137 -0.057
H -2.398 0.375 3.894 0.009
H -2.484 1.899 3.995 0.050
O 0.374 -2.679 -0.303 -0.062
H -0.495 -2.714 -0.737 0.065
H 0.635 -3.580 -0.363 0.041
O -2.417 -0.851 -0.273 -0.168
H -2.182 -0.281 -0.984 0.006
H -3.155 -1.326 -0.777 0.104
O -1.579 1.819 -2.571 -0.055
H -2.529 1.535 -2.846 0.107
H -1.462 1.261 -1.839 -0.042
O 1.234 4.732 -1.430 -0.012
H 2.087 5.150 -1.498 0.031
H 1.346 3.833 -1.340 -0.020
O -0.123 -3.123 2.137 -0.054
H -0.775 -2.563 1.825 -0.029
H 0.746 -2.825 1.779 0.046
O 3.944 -0.886 -1.725 -0.079
H 4.870 -0.952 -1.505 0.018
H 3.454 -1.742 -1.579 0.057
```


Entry 2:
The following is a DFT calculation (ωB97M-V/def2-TZVPD) of a cluster of 12 separate species, H24O12 in total.

ΔE to the lowest compared entry with this formula, charge and spin = 12.6 kcal/mol
SMILES = O.O.O.O.O.O.O.O.O.O.O.O
Net charge = 0
E = -917.3053 Eh
LUMO level = -0.0045 Ha

The geometry in XYZ format:
```
36
Properties=species:S:1:pos:R:3:lowdin_charge:R:1
O 1.813 3.313 1.143 -0.081
H 0.885 3.145 0.907 -0.014
H 2.134 3.901 0.448 0.025
O -0.842 2.709 0.221 -0.055
H -1.408 2.072 0.697 0.018
H -1.392 3.496 0.132 0.078
O -3.162 -1.821 1.382 -0.061
H -3.179 -2.666 1.842 0.057
H -2.722 -2.010 0.516 0.027
O -1.378 -2.576 -0.610 -0.070
H -1.153 -3.154 0.150 0.038
H -1.273 -3.137 -1.390 0.077
O 2.086 3.172 -2.085 -0.072
H 2.966 3.210 -2.471 0.035
H 2.081 2.341 -1.579 -0.008
O 0.247 0.156 -0.662 -0.049
H -0.232 -0.615 -0.316 0.031
H -0.268 0.922 -0.359 0.023
O 1.374 -1.961 -2.540 -0.054
H 0.762 -1.584 -1.901 -0.024
H 2.076 -1.304 -2.616 0.033
O -1.862 0.589 1.800 -0.059
H -2.153 0.937 2.653 0.076
H -2.197 -0.334 1.769 0.022
O -1.800 -0.491 -3.363 -0.052
H -1.995 -1.197 -2.741 0.006
H -0.995 -0.082 -3.017 0.022
O 2.930 0.590 -0.905 -0.072
H 3.476 1.010 -0.229 0.048
H 2.102 0.345 -0.442 0.008
O 0.085 -2.971 1.666 -0.070
H 0.395 -2.084 1.974 0.006
H -0.279 -3.402 2.446 0.050
O 0.909 -0.558 2.560 -0.043
H 0.240 0.093 2.286 0.030
H 1.727 -0.054 2.634 0.072
```


Entry 3:
The following is a DFT calculation (ωB97M-V/def2-TZVPD) of a cluster of 12 separate species, H24O12 in total at a distorted geometry.

ΔE to the lowest compared entry with this formula, charge and spin = 113.2 kcal/mol
SMILES = O.O.O.O.O.O.O.O.O.O.O.O
Net charge = 0
E = -917.1449 Eh
LUMO level = -0.0099 Ha

The geometry in XYZ format:
```
36
Properties=species:S:1:pos:R:3:lowdin_charge:R:1
O -0.290 -0.084 -0.198 -0.084
H 0.014 0.355 0.605 0.043
H -0.031 0.516 -0.906 0.041
O -2.201 -0.856 4.166 -0.062
H -2.727 -0.882 4.974 0.034
H -1.892 -1.762 4.059 0.031
O -1.775 -1.765 0.039 -0.063
H -1.440 -2.244 0.805 0.048
H -1.943 -2.454 -0.614 0.009
O 0.225 3.245 -3.774 -0.056
H 0.786 2.494 -3.547 0.027
H -0.552 3.134 -3.215 0.023
O 4.042 0.966 2.596 -0.050
H 3.762 0.335 3.268 0.046
H 3.265 1.072 2.035 0.006
O 2.114 -3.048 0.464 -0.060
H 1.630 -3.442 -0.270 0.023
H 1.864 -2.118 0.438 0.027
O -2.231 3.018 1.907 -0.065
H -2.034 2.103 2.135 0.039
H -3.151 3.133 2.171 0.055
O 2.955 -1.554 -1.574 -0.079
H 3.633 -0.897 -1.376 0.043
H 3.326 -2.380 -1.245 0.030
O -2.570 3.413 -0.489 -0.078
H -1.855 4.043 -0.638 0.034
H -2.123 2.624 -0.163 0.009
O -4.074 -2.343 -1.932 -0.044
H -4.458 -3.202 -2.138 0.041
H -3.127 -2.473 -2.055 0.010
O 3.561 2.041 -0.060 -0.047
H 2.903 2.639 -0.432 0.041
H 3.597 2.284 0.872 0.010
O 0.525 -1.753 -1.765 -0.075
H 0.004 -1.488 -2.531 0.058
H 0.266 -2.669 -1.611 0.033
```